# 1
DFT (wB97M-V/def2-TZVPD) results for C25H35N3O4 as an isolated structure.

Results
- LUMO level (eV) = 0.440
- DFT total energy (eV) = -39133.3434
- gap between HOMO and LUMO (Eh) = 0.3115

The geometry in ORCA input format:
```
! RIJCOSX wB97M-V def2-TZVPD def2/J DEFGRID3
* xyz 0 1
C 2.0214 -0.7238 2.6671
C 0.8823 -0.7055 1.5844
H 0.1299 -1.5548 1.7787
H 1.3843 -0.9509 0.5507
O 0.2648 0.4720 1.4567
C 0.7007 1.4116 0.9367
C -0.2655 2.5002 1.2550
C 0.3366 3.9639 0.6881
C -0.4184 5.1517 1.1981
H 0.0400 6.1094 0.9141
H -1.6158 4.9966 0.8762
C -0.4418 5.2184 2.6725
O -0.8609 6.6410 3.2478
H -2.0134 6.5071 2.9350
H 0.6325 5.3752 3.0955
H -0.9095 4.3341 3.3918
H 1.4074 3.9934 1.4067
H 0.5294 3.9712 -0.1887
H -0.7935 2.6172 2.0797
C -1.7034 2.3441 0.2933
C -1.4020 1.4917 -0.9972
C -0.3075 0.7615 -1.1644
C -0.1954 -0.0457 -2.3665
O -1.0558 -0.4665 -2.9734
N 1.0906 -0.3321 -2.8230
H 1.7888 -0.0862 -1.8115
C 1.6590 -1.4153 -3.3061
C 1.9134 -2.6322 -2.6296
N 2.5068 -2.5738 -1.2324
C 2.8984 -3.7042 -0.8367
C 3.3382 -4.1517 0.2038
C 3.8552 -5.4197 0.2848
C 3.5926 -6.3569 -0.6591
C 3.2448 -5.9089 -1.8594
C 2.8240 -4.6255 -1.9769
N 2.0186 -3.9515 -3.0574
H 1.9755 -4.1208 -4.0794
H 2.9445 -6.7768 -2.4855
H 3.9182 -7.4235 -0.5492
H 4.1468 -6.0149 1.3175
H 3.5329 -3.4300 1.3013
H 0.5600 -2.0565 -3.7551
H 2.3314 -1.2800 -4.1295
O 1.0167 1.2036 -0.4220
H -2.2671 1.1643 -1.6560
H -1.8740 3.5688 -0.1919
C -2.8897 2.2096 1.1464
C -2.9502 0.8022 1.6065
C -4.2983 0.4413 2.2193
C -5.4901 0.6276 1.5523
C -5.4810 2.2608 1.0767
C -4.2385 2.5074 0.2141
H -4.4013 2.0418 -0.6857
H -4.1527 3.5707 0.1008
H -6.3634 2.5575 0.7288
H -5.5409 2.7806 2.1657
H -6.2970 0.6594 2.1654
H -5.5651 0.0461 0.7183
H -4.3638 -0.6682 2.6211
H -4.2849 0.9916 3.5512
H -2.9954 0.1427 0.5599
H -2.1257 0.3944 2.1191
H -2.9192 2.8130 1.8978
H 1.6772 1.5647 1.3481
H 1.7152 -0.4226 3.6304
H 2.6076 -1.6351 2.7290
H 2.8626 0.0529 2.3910
*
```


# 2
DFT (wB97M-V/def2-TZVPD) results for one molecule with the formula C25H35NO4.

Results
- LUMO level (eV) = 0.737
- DFT total energy (eV) = -36172.3446
- SMILES = COc1ccc(C(OC[C@@H](O)CN(C)C2CCCCC2)c2ccc(OC)cc2)cc1
- gap between HOMO and LUMO (Eh) = 0.3236

The geometry in ORCA input format:
```
! RIJCOSX wB97M-V def2-TZVPD def2/J DEFGRID3
* xyz 0 1
C -4.0116 -5.7854 -0.1742
H -4.1266 -6.7895 0.2314
O -2.9974 -5.1804 0.5897
C -2.6424 -3.8967 0.3002
C -3.2022 -3.1201 -0.7086
C -2.7626 -1.8231 -0.9061
C -1.7621 -1.2780 -0.1178
C -1.2014 -2.0593 0.8847
C -1.6353 -3.3508 1.0960
H -1.2065 -3.9641 1.8729
H -0.4165 -1.6557 1.5086
C -1.3035 0.1442 -0.3490
C -2.4229 1.0954 0.0305
C -2.6649 1.3849 1.3692
C -3.6957 2.2237 1.7305
C -4.5137 2.8000 0.7568
C -4.2772 2.5114 -0.5813
C -3.2408 1.6619 -0.9315
H -3.0587 1.4422 -1.9726
H -4.8889 2.9379 -1.3608
O -5.5001 3.6200 1.2198
C -6.3512 4.2380 0.2865
H -7.0446 4.8392 0.8726
H -5.7954 4.8901 -0.3953
H -6.9150 3.5008 -0.2946
H -3.8911 2.4553 2.7656
H -2.0400 0.9449 2.1331
H -0.4408 0.3439 0.3034
O -0.9238 0.2680 -1.7110
C -0.0657 1.3464 -2.0057
H -0.4331 1.8314 -2.9162
H -0.0631 2.0921 -1.2034
C 1.3715 0.8730 -2.2734
O 2.1381 1.9920 -2.6467
H 3.0559 1.7578 -2.4336
C 2.0007 0.1978 -1.0432
N 3.4291 0.0293 -1.2634
C 3.7178 -1.1498 -2.0556
H 4.7851 -1.1867 -2.2701
H 3.4241 -2.0861 -1.5596
H 3.1817 -1.0854 -3.0006
C 4.2645 0.1391 -0.0693
C 4.3614 1.5944 0.3998
C 5.3746 1.7131 1.5353
C 4.9797 0.8129 2.7024
C 4.8603 -0.6367 2.2418
C 3.8480 -0.7569 1.1064
H 2.8628 -0.4568 1.4692
H 3.7827 -1.7960 0.7764
H 4.5545 -1.2696 3.0779
H 5.8356 -0.9885 1.8965
H 4.0203 1.1444 3.1068
H 5.7222 0.8894 3.4992
H 5.4335 2.7511 1.8690
H 6.3632 1.4224 1.1723
H 3.3911 1.9466 0.7535
H 4.6589 2.2250 -0.4400
H 5.2700 -0.1665 -0.3846
H 1.8582 0.8631 -0.1906
H 1.4887 -0.7554 -0.8466
H 1.3326 0.1507 -3.1051
H -3.1966 -1.2246 -1.6911
H -3.9807 -3.5115 -1.3444
H -3.7340 -5.8526 -1.2312
H -4.9607 -5.2474 -0.0810
*
```


# 3
DFT (wB97M-V/def2-TZVPD) results for C25H36AsCsN2O8PS as an isolated structure.

Results
- LUMO level (eV) = 2.049
- DFT total energy (eV) = -127382.1315
- gap between HOMO and LUMO (Eh) = 0.2424

The geometry in ORCA input format:
```
! RIJCOSX wB97M-V def2-TZVPD def2/J DEFGRID3
* xyz -1 1
Cs 1.0286 -0.3927 0.2976
C 2.0663 -3.4852 -1.5840
O 0.9575 -3.2297 -0.7366
C 0.2466 -4.2845 -0.2536
C 0.6163 -5.6089 -0.4467
C -0.1642 -6.6352 0.0752
C -1.3151 -6.3415 0.7869
C -1.6889 -5.0168 0.9689
C -0.9306 -3.9757 0.4499
N -1.2871 -2.6083 0.6410
N -2.5369 -2.4681 0.6710
C -3.1061 -1.2446 0.9474
C -2.4529 -0.1577 1.6100
O -1.2524 -0.1726 1.9919
C -3.2689 1.0153 1.8843
C -4.5739 1.0911 1.5603
C -5.2518 -0.0028 0.9313
C -6.6201 0.0746 0.6180
C -7.2726 -0.9789 0.0286
C -6.5491 -2.1446 -0.2665
C -5.2100 -2.2393 0.0212
C -4.5157 -1.1717 0.6379
H 1.7638 -4.0739 -2.4538
H 2.8587 -4.0161 -1.0479
H 2.4211 -2.5095 -1.9134
H 1.5123 -5.8487 -1.0007
H 0.1412 -7.6630 -0.0755
H -1.9188 -7.1362 1.2060
H -2.5804 -4.7612 1.5252
H -2.7565 1.8369 2.3721
H -5.1419 1.9896 1.7808
H -7.1532 0.9890 0.8561
H -8.3270 -0.9120 -0.2080
H -7.0520 -2.9830 -0.7342
H -4.6618 -3.1383 -0.2205
O 0.7087 1.4982 2.9131
H -0.1280 1.0199 2.7075
H 0.5635 2.4037 2.6112
C 4.2218 2.7271 2.3874
As 5.0931 1.2133 1.5717
C 4.1246 -0.3130 2.2652
C 4.6117 1.2978 -0.2915
S 7.1394 1.1144 1.9447
H 3.1519 2.6785 2.1856
H 4.6462 3.6381 1.9701
H 4.4089 2.6950 3.4588
H 3.0912 -0.0240 2.4656
H 4.6056 -0.6405 3.1833
H 4.1733 -1.1143 1.5272
H 3.5760 1.6204 -0.4077
H 4.7335 0.3175 -0.7482
H 5.2782 2.0094 -0.7754
C 2.5820 0.8431 -4.7598
O 2.0159 1.5938 -3.6904
C 1.9488 0.9504 -2.4300
O 2.4170 -0.1907 -2.4271
H 2.5473 1.4808 -5.6428
H 2.0192 -0.0743 -4.9450
H 3.6159 0.5623 -4.5470
C 2.0734 4.4478 -2.1029
O 0.9114 4.1925 -1.3122
P 1.0457 3.1494 -0.0692
O 0.6048 4.1055 1.1994
C -0.6167 4.8422 1.1762
O -0.3676 2.3569 -0.2410
C -1.1294 2.3096 -1.4504
H 1.7493 4.5771 -3.1330
H 2.7591 3.6008 -2.0732
H 2.5692 5.3551 -1.7513
H -0.6528 5.4385 2.0862
H -1.4712 4.1637 1.1498
H -0.6512 5.5008 0.3070
H -1.8238 1.4760 -1.3476
H -0.4744 2.1477 -2.3059
H -1.6957 3.2336 -1.5782
*
```


# 4
DFT (wB97M-V/def2-TZVPD) results for C25H36BCrNO7S3 as an isolated structure.

Results
- LUMO level (alpha / beta) (eV) = -0.713 / -0.691
- DFT total energy (eV) = -103937.1713
- gap between HOMO and LUMO (alpha / beta) (Eh) = 0.2286 / 0.2294

The geometry in ORCA input format:
```
! RIJCOSX wB97M-V def2-TZVPD def2/J DEFGRID3
* xyz 0 5
Cr -2.6748 0.8127 -0.0781
C -4.4053 0.7848 2.6831
C -5.0098 -0.4360 1.9625
O -4.4375 -0.6755 0.6812
C -3.7805 -1.9203 0.5292
C -2.3848 -1.9372 1.1501
O -1.5820 -0.9623 0.5198
C -0.2329 -0.9804 1.0164
C 0.1501 1.7011 0.1527
O -1.1061 2.0021 0.7674
C -1.0236 2.1128 2.1716
C -2.4417 2.1192 2.7261
O -3.0223 0.8618 2.4042
H -4.5636 0.6820 3.7661
H -4.8893 1.7085 2.3502
H -6.0752 -0.2427 1.8049
H -4.9022 -1.3287 2.5838
H -3.6893 -2.0647 -0.5529
H -4.3846 -2.7328 0.9521
H -1.9370 -2.9327 1.0095
H -2.4413 -1.7240 2.2291
H 0.1956 -1.9586 0.7598
H -0.2707 -0.9391 2.1126
H -0.0404 1.7959 -0.9205
H 0.8624 2.4874 0.4337
H -0.5042 3.0460 2.4356
H -0.4580 1.2645 2.5782
H -3.0225 2.9258 2.2597
H -2.4346 2.2673 3.8125
C -7.3142 2.1450 0.4001
O -5.9823 1.9848 -0.0538
C -5.1306 2.9898 0.2155
S -5.4995 4.2034 1.2640
S -3.6491 2.8841 -0.6284
H -7.8860 1.3165 -0.0104
H -7.7229 3.0967 0.0518
H -7.3592 2.1380 1.4929
S -2.1055 0.2255 -2.3753
C -1.6299 -1.4118 -2.3185
N -0.3286 -1.7305 -1.9999
C 0.0927 -3.0143 -1.9114
C -0.7420 -4.0529 -2.1778
C -2.0773 -3.7744 -2.5618
C -2.4960 -2.4657 -2.6284
H 0.3216 -0.9869 -1.7345
H 1.1240 -3.1508 -1.6260
H -0.3957 -5.0704 -2.1106
H -2.7515 -4.5801 -2.8007
H -3.5020 -2.2165 -2.9302
C 7.4057 -0.9891 -1.0130
C 6.5537 0.1893 -1.5052
C 7.3595 1.4901 -1.3599
C 6.2676 -0.0113 -2.9972
C 5.2832 0.2507 -0.6642
C 5.3798 0.5733 0.6844
C 4.2724 0.6383 1.5203
C 3.0338 0.3681 0.9821
O 1.8364 0.3857 1.5954
B 0.8103 0.2160 0.5114
O 1.6200 -0.1909 -0.7050
C 2.9168 0.0353 -0.3756
C 4.0214 -0.0340 -1.1958
H 8.3425 -1.0280 -1.5646
H 6.8748 -1.9270 -1.1599
H 7.6319 -0.8919 0.0452
H 8.2301 1.4604 -2.0143
H 7.7106 1.6317 -0.3413
H 6.7474 2.3457 -1.6378
H 7.2090 -0.0280 -3.5456
H 5.6611 0.8055 -3.3838
H 5.7566 -0.9550 -3.1764
H 6.3463 0.7827 1.1155
H 4.3797 0.9035 2.5598
H 3.8875 -0.2860 -2.2338
*
```


# 5
DFT (wB97M-V/def2-TZVPD) results for one molecule with the formula C25H36ClN5O2.

Results
- LUMO level (eV) = 0.421
- DFT total energy (eV) = -50578.3006
- SMILES = CCN1CCN(CCNC(=O)C2CCN(Cc3nc(-c4ccc(Cl)cc4)oc3C)CC2)CC1
- gap between HOMO and LUMO (Eh) = 0.3143

The geometry in ORCA input format:
```
! RIJCOSX wB97M-V def2-TZVPD def2/J DEFGRID3
* xyz 0 1
C -1.0495 -3.9936 1.7693
H -0.2524 -3.4725 1.2454
H -0.6164 -4.8350 2.3037
H -1.4935 -3.3175 2.4958
C -2.1054 -4.5048 0.7821
N -2.8104 -3.5041 0.0095
C -1.9854 -2.7241 -0.8870
C -2.8892 -1.9630 -1.8543
N -3.7567 -1.0720 -1.1040
C -4.5662 -1.8528 -0.1839
C -3.6598 -2.6188 0.7761
H -4.2701 -3.2149 1.4578
H -3.0778 -1.8895 1.3674
H -5.2107 -1.1804 0.3846
H -5.2007 -2.5737 -0.7277
C -4.5568 -0.2045 -1.9564
H -3.9438 0.0830 -2.8139
C -4.9409 1.0681 -1.1930
N -3.7540 1.6365 -0.6030
C -3.2863 2.8625 -0.9157
O -3.9228 3.6675 -1.5648
C -1.8959 3.1676 -0.3668
C -0.8353 2.2856 -1.0314
H -1.0486 1.2318 -0.8409
H -0.8351 2.4469 -2.1107
C 0.5407 2.6187 -0.4645
N 0.5536 2.3984 0.9722
C -0.3854 3.2945 1.6239
H -0.3195 3.1357 2.7037
C -1.8051 2.9939 1.1498
H -2.0539 1.9687 1.4284
H -2.5068 3.6645 1.6480
H -0.1431 4.3528 1.4188
C 1.8935 2.5214 1.5216
C 2.7827 1.4214 1.0494
C 2.5028 0.0943 0.8624
O 3.6416 -0.5086 0.4363
C 4.5685 0.4738 0.3846
N 4.0939 1.6347 0.7390
C 5.9232 0.1938 -0.0314
C 6.3101 -1.0961 -0.3947
C 7.6087 -1.3485 -0.7896
C 8.5258 -0.3084 -0.8221
C 8.1565 0.9809 -0.4636
C 6.8582 1.2294 -0.0695
H 6.5423 2.2200 0.2148
H 8.8836 1.7770 -0.4949
Cl 10.1506 -0.6226 -1.3160
H 7.9131 -2.3442 -1.0716
H 5.5874 -1.8970 -0.3649
C 1.2607 -0.6961 1.0278
H 1.0531 -1.2613 0.1196
H 1.3634 -1.4015 1.8527
H 0.4452 -0.0086 1.2322
H 1.8162 2.4684 2.6133
H 2.3715 3.4810 1.2635
H 1.2957 1.9717 -0.9170
H 0.7988 3.6649 -0.7087
H -1.6887 4.2136 -0.6163
H -3.1438 0.9466 -0.1894
H -5.3698 1.8111 -1.8680
H -5.6705 0.8447 -0.4075
H -5.4619 -0.7061 -2.3335
H -2.2759 -1.3666 -2.5346
H -3.4698 -2.6901 -2.4465
H -1.3344 -3.3982 -1.4479
H -1.3601 -1.9925 -0.3451
H -2.8614 -5.0754 1.3296
H -1.6279 -5.1824 0.0677
*
```


# 6
DFT (wB97M-V/def2-TZVPD) results for one molecule with the formula C25H36N4O5S.

Results
- LUMO level (eV) = -0.221
- DFT total energy (eV) = -53543.5792
- SMILES = CCn1cc(C(=O)NCCCN2CCC[C@H](C)C2)c(=O)c2cc(S(=O)(=O)N3CCOCC3)ccc21
- gap between HOMO and LUMO (Eh) = 0.2953

The geometry in ORCA input format:
```
! RIJCOSX wB97M-V def2-TZVPD def2/J DEFGRID3
* xyz 0 1
C -0.5058 -5.9039 0.7107
H 0.4607 -5.9135 0.2133
H -1.2816 -6.0031 -0.0446
H -0.5627 -6.7569 1.3810
C -0.7042 -4.6110 1.4975
N -0.6413 -3.4491 0.6295
C -1.7960 -2.9318 0.1627
C -1.9048 -1.8660 -0.6740
C -0.7119 -1.2068 -1.1615
O -0.6872 -0.2111 -1.8810
C 0.5386 -1.8290 -0.6905
C 1.7454 -1.2917 -1.1461
C 2.9413 -1.7810 -0.6891
C 2.9686 -2.8332 0.2168
C 1.7952 -3.4083 0.6467
C 0.5542 -2.9152 0.2085
H 1.8490 -4.2417 1.3271
H 3.9280 -3.1925 0.5535
S 4.4856 -1.0231 -1.1997
O 4.4969 -0.8538 -2.6198
O 5.5523 -1.7454 -0.5714
N 4.4652 0.4964 -0.5247
C 4.3984 0.5549 0.9150
H 5.0592 -0.2180 1.3069
C 4.8580 1.9480 1.3576
H 4.7221 2.0781 2.4324
O 4.0931 2.9551 0.7379
C 4.1918 2.8780 -0.6680
H 3.5854 3.6942 -1.0625
C 3.6788 1.5249 -1.1657
H 3.8115 1.4181 -2.2412
H 2.6139 1.4315 -0.9056
H 5.2381 3.0076 -0.9774
H 5.9194 2.0721 1.1002
H 3.3693 0.3782 1.2692
H 1.7057 -0.4957 -1.8731
C -3.3021 -1.4304 -1.0031
O -4.2645 -2.0896 -0.6346
N -3.3851 -0.3048 -1.7219
H -2.5349 0.2310 -1.8637
C -4.6494 0.3192 -2.0145
H -4.5348 0.9113 -2.9253
H -5.3802 -0.4763 -2.1881
C -5.1477 1.2039 -0.8669
C -4.2002 2.3625 -0.5537
N -2.8986 1.9370 -0.0635
C -2.9592 1.4476 1.3015
C -1.6074 0.8918 1.7364
C -0.5309 1.9629 1.6179
C -0.5166 2.5099 0.1923
C 0.5000 3.6381 0.0457
H 0.1991 4.4974 0.6427
H 0.5757 3.9533 -0.9925
H 1.4821 3.3200 0.3876
C -1.9180 3.0035 -0.1704
H -1.9132 3.3608 -1.2036
H -2.1826 3.8569 0.4839
H -0.2636 1.6968 -0.4950
H 0.4476 1.5496 1.8743
H -0.7439 2.7769 2.3160
H -1.3514 0.0484 1.0931
H -1.6801 0.5293 2.7643
H -3.7047 0.6523 1.3574
H -3.2649 2.2530 1.9978
H -4.6935 3.0410 0.1680
H -4.0362 2.9270 -1.4763
H -6.1173 1.6208 -1.1459
H -5.2957 0.5772 0.0121
H -2.7135 -3.3973 0.4996
H 0.0437 -4.5168 2.2875
H -1.6882 -4.6195 1.9707
*
```


# 7
DFT (wB97M-V/def2-TZVPD) results for C25H37AgNO4PS as an isolated structure.

Results
- LUMO level (eV) = 0.496
- DFT total energy (eV) = -60330.3427
- gap between HOMO and LUMO (Eh) = 0.3273

The geometry in ORCA input format:
```
! RIJCOSX wB97M-V def2-TZVPD def2/J DEFGRID3
* xyz 0 1
Ag -1.2476 -0.6797 1.7123
O -1.4243 -2.8587 3.2587
C -2.0175 -1.9271 3.7991
N -2.8198 -1.0684 3.1552
S -2.7744 0.3423 3.9410
O -4.0038 1.0714 3.9325
O -1.6215 1.0647 3.4045
C -2.3199 -0.3274 5.5404
C -2.3051 0.1621 6.8253
C -1.8477 -0.6772 7.8384
C -1.3943 -1.9577 7.5513
C -1.4053 -2.4374 6.2492
C -1.8939 -1.6124 5.2520
H -2.6527 1.1616 7.0376
H -1.8469 -0.3210 8.8603
H -1.0352 -2.5927 8.3493
H -1.0576 -3.4275 6.0036
O -0.0194 -0.8446 -0.0903
P 0.5694 0.1328 -1.0510
C -0.2151 -0.1542 -2.7186
C 0.6234 0.2011 -3.9439
C -0.2591 0.1453 -5.2027
C -1.2620 -1.0204 -5.1566
C -0.7628 -2.1212 -4.2252
C -0.6975 -1.6121 -2.7838
C 0.2553 1.8410 -0.3707
C 0.8787 3.0263 -1.1067
C -0.0072 3.5693 -2.2241
C -1.3851 3.9347 -1.6838
C -2.0641 2.6933 -1.1182
C -1.2188 2.0692 -0.0114
C 2.4188 -0.0807 -1.1534
C 3.0868 0.3158 0.1768
C 3.9381 -0.8053 0.7675
C 3.0802 -2.0573 0.9059
C 2.5716 -2.5435 -0.4595
C 2.7844 -1.5113 -1.5675
H -1.0898 0.5052 -2.7189
H 1.4519 -0.5010 -4.0475
H 1.0555 1.2007 -3.8543
H 0.3857 0.0408 -6.0779
H -0.8052 1.0855 -5.3118
H -1.4095 -1.4207 -6.1619
H -2.2343 -0.6713 -4.8004
H 0.2230 -2.4542 -4.5570
H -1.4300 -2.9827 -4.2663
H -0.0424 -2.2561 -2.1962
H -1.6833 -1.6657 -2.3219
H 0.7748 1.7247 0.5933
H 1.8580 2.7437 -1.5004
H 1.0389 3.8299 -0.3827
H -0.1181 2.8246 -3.0131
H 0.4648 4.4537 -2.6562
H -1.9990 4.3649 -2.4766
H -1.2876 4.6838 -0.8963
H -2.2361 1.9764 -1.9228
H -3.0363 2.9554 -0.6982
H -1.6684 1.1047 0.3045
H -1.2549 2.7274 0.8610
H 2.7545 0.5859 -1.9562
H 2.3209 0.5442 0.9231
H 3.6914 1.2121 0.0299
H 4.2952 -0.4909 1.7503
H 4.8159 -1.0016 0.1497
H 2.2239 -1.8099 1.5406
H 3.6502 -2.8457 1.4006
H 1.5115 -2.7755 -0.3783
H 3.0902 -3.4605 -0.7446
H 2.2010 -1.8086 -2.4415
H 3.8365 -1.5131 -1.8684
*
```


The highest DFT total energy belongs to which entry?
C25H35NO4